Record 1
Computed, not measured: a 7-piece molecular cluster, C40H66F19N2O17P2 overall, with the ωB97M-V functional and the def2-TZVPD basis.

The geometry in ORCA input format:
```
! RIJCOSX wB97M-V def2-TZVPD def2/J DEFGRID3
* xyz -1 1
P 2.235 3.719 1.041
P 1.220 1.755 1.066
F 2.688 -1.125 -6.961
F 3.584 0.440 -8.145
F 2.187 -0.934 -9.047
F 8.211 5.545 7.249
F 3.500 -3.884 1.406
F -4.679 -0.403 -0.263
F -4.725 -3.282 -12.072
F -9.749 -4.535 6.233
F -9.953 -2.745 7.419
F -3.988 1.625 -0.079
F -4.047 -3.482 -10.038
F -5.477 0.867 1.283
F 2.661 -3.975 -0.576
F 2.509 -5.677 0.742
F -3.272 -4.794 -11.567
F 7.554 3.498 7.072
F 6.663 4.786 8.550
F -8.860 -2.693 5.558
F -1.741 3.930 -2.897
O -6.447 0.808 -2.010
O -7.547 -4.857 7.874
O 0.700 1.801 3.851
O 2.364 4.390 -0.544
O -1.713 -1.106 4.027
O 5.859 4.652 5.217
O -1.584 -2.599 -10.624
O -7.030 -2.694 7.517
O 4.442 -6.254 -1.030
O 5.739 -4.754 0.038
O 0.248 3.526 4.970
O 1.305 4.747 2.077
O -6.773 2.425 -0.476
O -2.418 -1.842 -12.574
O 1.426 1.146 -6.304
O 0.413 1.061 -8.314
O 5.434 6.293 6.701
N -2.184 -0.871 1.676
N 1.134 2.767 4.716
C -1.377 0.310 1.223
C 4.658 -5.216 -0.201
C -1.611 -2.175 1.256
C 6.295 -7.790 -0.714
C -7.810 -3.783 7.408
C 5.255 0.278 0.343
C -1.526 2.713 -2.129
C -1.512 -2.305 -0.356
C -4.731 -3.467 7.367
C 2.727 0.797 0.368
C -0.433 -1.753 -10.791
C -0.629 3.089 -0.830
C -2.503 -2.541 -11.601
C -3.999 -0.358 3.485
C -5.807 -2.869 8.251
C 3.335 -4.688 0.347
C 6.069 5.188 6.269
C -0.733 -0.340 -10.331
C 0.435 2.083 -5.847
C -3.639 -3.521 -11.320
C 0.200 0.097 1.225
C 3.126 6.107 5.964
C -9.092 -3.442 6.652
C 5.608 -6.815 -1.650
C 1.810 1.540 2.909
C -0.818 1.360 -5.396
C 4.164 1.465 0.589
C 0.531 1.956 -0.740
C -9.114 2.280 -1.103
C 4.835 -1.938 2.598
C 6.266 0.098 1.564
C 4.444 6.840 5.814
C 2.434 -0.228 -7.930
C -5.082 0.848 -0.006
C 7.121 4.750 7.284
C 5.620 -0.571 2.861
C 1.292 0.717 -7.568
C -2.504 -0.828 3.104
C -6.176 1.321 -0.959
C -7.795 3.000 -1.304
H 0.516 -0.378 2.213
H 1.361 2.152 -1.511
H 2.607 0.501 -0.736
H -1.001 1.933 -2.755
H 2.572 2.372 3.098
H -5.497 -1.876 8.585
H -5.973 -3.472 9.148
H 5.414 -2.798 3.085
H -2.002 -3.298 -0.661
H -9.046 1.239 -1.425
H -4.002 0.468 4.259
H 0.216 2.825 -6.619
H -9.388 2.270 -0.046
H -5.006 -4.472 7.040
H 4.316 7.887 6.095
H 4.977 0.190 3.424
H 6.491 -0.803 3.573
H -0.082 -1.774 -11.826
H -3.781 -3.525 7.900
H -1.509 0.117 -10.950
H 4.731 -0.692 0.033
H 2.801 6.113 7.008
H -2.161 -1.490 -0.821
H 4.432 2.257 -0.195
H 3.218 5.061 5.665
H 6.670 -7.282 0.177
H 0.535 -0.613 0.392
H 2.945 3.795 -1.065
H 6.649 1.131 1.883
H -0.214 4.130 -0.999
H 0.159 0.279 -10.382
H 0.360 -2.179 -10.174
H -1.104 -0.342 -9.305
H -1.537 2.064 -4.975
H -0.648 -2.469 1.782
H -1.292 0.836 -6.229
H 0.874 2.617 -5.003
H -0.576 0.607 -4.642
H -1.734 0.554 0.159
H 0.407 4.747 1.665
H 4.704 -2.208 1.512
H -1.341 3.055 0.050
H 4.797 6.825 4.780
H -4.529 0.007 2.533
H 5.593 -8.555 -0.375
H 2.313 0.542 3.107
H 5.265 -7.341 -2.543
H 2.353 6.574 5.351
H -0.444 -2.310 -0.731
H 0.015 0.995 -1.112
H 5.902 0.562 -0.565
H -7.895 4.043 -0.999
H 7.195 -0.468 1.196
H 4.359 1.822 1.651
H -1.721 1.202 1.857
H 3.805 -1.870 3.092
H 6.289 -6.027 -1.982
H 2.758 -0.206 0.933
H -7.491 2.999 -2.353
H -4.610 -1.232 3.871
H -9.909 2.767 -1.671
H -2.382 -2.973 1.559
H 7.135 -8.276 -1.214
H -4.596 -2.864 6.466
H 0.045 2.431 1.608
H -2.528 2.341 -1.751
*
```

Calculated values
- lowest unoccupied orbital energy (eV) = 1.91
- E (eV) = -150542.5910
- highest occupied orbital energy (eV) = -3.4

Results of the Löwdin charge analysis, in e, for atoms 1 through 5:
1 P 0.777
2 P 0.416
3 F 0.164
4 F 0.163
5 F 0.151

=====

Record 2
Computed, not measured: a 8-piece molecular cluster, C40H67BrIN9O5S3 overall, with the ωB97M-V functional and the def2-TZVPD basis.

The geometry in ORCA input format:
```
! RIJCOSX wB97M-V def2-TZVPD def2/J DEFGRID3
* xyz 0 1
I -2.371 4.803 -1.579
Br 1.374 5.686 1.886
S -0.683 1.194 1.775
S -2.759 -0.671 0.766
S -3.668 2.343 2.224
O -0.441 2.805 2.011
O -1.097 0.609 3.122
O -3.485 -0.881 2.067
O 0.592 0.435 1.438
O -1.542 -1.605 0.881
N 5.288 9.653 0.012
N -6.271 5.142 -0.081
N -2.244 -6.060 -1.733
N 3.108 5.398 -2.356
N -3.011 -5.388 4.348
N -5.867 0.394 0.746
N 4.295 -2.683 -4.650
N 4.272 -3.459 0.547
N 0.749 -8.935 6.314
C -1.304 -7.227 6.571
C -2.436 -6.931 -0.957
C 5.985 -1.675 0.215
C -3.660 -1.403 -0.718
C 4.981 -1.521 -0.979
C -3.021 2.289 0.426
C 1.080 -3.115 -3.209
C -0.510 5.150 1.553
C -5.720 1.769 0.191
C 3.540 -4.619 1.126
C -2.679 -8.035 0.028
C -0.217 4.986 4.264
C 0.490 -4.086 -2.046
C -8.694 4.222 -0.774
C 1.934 -4.524 0.942
C -2.014 0.992 0.467
C 1.970 -0.559 -3.263
C 6.379 9.697 -0.443
C 4.587 6.842 -0.641
C -7.339 4.736 -0.387
C -0.156 -8.182 6.427
C 3.759 6.033 -1.599
C -2.195 3.674 0.300
C 1.677 0.994 -3.003
C 3.973 -2.803 -5.781
C 1.515 -5.268 -1.625
C -4.309 2.111 -0.491
C -0.677 3.661 0.857
C 7.762 9.754 -1.020
C -2.210 -2.842 4.066
C 0.764 -1.545 -2.885
C 1.325 -5.640 -0.050
C -1.215 5.206 3.034
C 3.564 -2.956 -7.216
C 0.486 3.615 -0.236
C -2.658 -4.265 4.223
C 1.346 1.327 -1.438
C 0.365 2.637 -1.485
C 5.502 -2.861 1.071
C 3.974 -2.659 -0.645
H 6.124 -3.136 1.984
H 0.865 1.416 -3.713
H 3.817 -4.665 2.250
H 5.381 6.221 -0.222
H -0.694 2.343 -1.812
H 5.034 7.687 -1.161
H 2.608 -5.047 -1.889
H -1.731 -8.369 0.453
H 1.186 -6.204 -2.204
H -0.929 -6.226 6.791
H 2.476 -2.943 -7.294
H -0.241 -1.261 -3.363
H 2.215 -3.237 -3.268
H -4.768 -1.589 -0.504
H 2.951 -0.928 -2.788
H 3.974 -2.136 -7.808
H -6.208 0.461 1.714
H -0.957 5.956 0.855
H 1.851 -6.632 0.228
H -6.128 2.606 0.879
H 4.954 -0.791 -1.858
H 8.388 10.414 -0.418
H 0.625 -3.417 -4.221
H 3.939 -3.902 -7.609
H 2.639 1.570 -3.262
H -1.195 -2.814 3.667
H 1.585 -3.459 0.654
H -2.770 4.401 0.996
H 0.491 4.083 4.152
H -1.599 6.298 3.119
H 1.454 3.300 0.316
H -1.435 0.869 -0.532
H -9.239 3.906 0.117
H -6.595 -0.117 0.215
H 2.282 1.498 -0.813
H -1.956 -7.550 7.384
H 0.205 -5.757 0.191
H -3.324 -7.678 0.833
H 6.871 -0.968 0.318
H -6.471 1.798 -0.701
H -2.140 4.545 3.111
H -4.542 3.443 2.247
H 3.020 -2.967 -1.183
H -8.589 3.370 -1.448
H 0.574 4.686 -0.669
H 0.780 3.221 -2.401
H -2.876 -2.317 3.379
H -4.083 1.265 -1.253
H -0.516 -4.538 -2.424
H 0.679 0.469 -1.090
H 0.342 5.941 4.599
H -9.259 5.008 -1.277
H 1.470 -4.725 1.985
H -3.163 -8.877 -0.470
H -3.484 -0.776 -1.676
H -3.218 -2.443 -0.973
H 0.589 -1.524 -1.738
H -4.586 3.006 -1.171
H 0.239 -3.524 -1.077
H 8.201 8.755 -1.028
H 2.132 -0.671 -4.407
H -1.879 -7.195 5.644
H -0.885 4.717 5.175
H 3.960 7.214 0.170
H 7.722 10.134 -2.042
H 3.886 -5.638 0.698
H -2.227 -2.338 5.034
*
```

Calculated values
- SMILES string = CC[C@@H](Br)[C@@]1(CCCCCCCCCCCCn2cccc2)OS(=O)(=O)[C@@H](S(C)(=O)=O)[C@](S)(CCN)[C@@H]1I.CC#N.CC#N.CC#N.CC#N.CC#N.CC#N.CC#N
- lowest unoccupied orbital energy (eV) = -0.22
- ΔE to the lowest compared entry with this formula, charge and spin (eV) = 9.1478
- E (eV) = -176848.7989
- highest occupied orbital energy (eV) = -7.0

Results of the Löwdin charge analysis, in e, for atoms 1 through 5:
1 I 0.944
2 Br 0.758
3 S 0.751
4 S 0.721
5 S 0.841